No. 1
102
Properties=species:S:1:pos:R:3:forces:R:3:lowdin_charge:R:1 method="wB97M-V/def2-TZVPD" mol_weight_g_mol=682.028 homo_lumo_gap_ev=7.74 homo_energy_ev=-10.97 lumo_ev=-3.23 charge=+1
Cl 0.867890 -0.889989 2.994050 -0.0904 0.1199 -0.1132 0.73
S 3.241710 4.357392 0.179360 -0.4244 0.6329 -0.6384 1.17
F -0.075182 3.960820 2.081062 -0.0759 0.7136 0.0222 0.14
O 0.306095 1.511658 3.738496 -0.0387 0.3470 0.3249 0.09
O -1.172608 1.042145 -1.500008 -0.1162 0.1342 0.0665 -0.15
O 4.993256 2.890810 -2.152653 -0.2380 0.0449 0.2648 -0.16
O -6.540659 -7.949684 -1.048164 0.0930 -0.1556 -0.0031 -0.13
O 1.369079 6.160631 0.951697 0.7413 -0.2340 0.4770 0.20
O 7.034954 -2.416371 -4.543627 0.0145 -0.1743 0.0985 -0.14
O -4.550181 -7.157232 2.485299 0.1823 0.0663 -0.0782 -0.13
O 2.527339 7.806236 2.358640 -0.4470 -0.5927 -0.8345 0.26
O 0.982242 6.352901 3.376386 0.8412 -0.3417 -1.3250 0.21
O -5.471906 -3.166091 4.467194 -0.2760 -0.0103 -0.1406 -0.13
O -3.006432 3.828251 2.388719 -0.1356 -0.1498 -0.1214 -0.12
O -2.641981 -1.798654 3.368826 -0.3230 -0.0909 -0.1173 -0.13
O -6.455905 -2.675443 1.193888 0.0036 0.1767 -0.0502 -0.14
O 4.003850 0.730252 -4.927094 0.1217 -0.0093 -0.1640 -0.14
O 1.408654 -1.136327 -0.188330 0.1137 0.0146 -0.2581 -0.19
O 0.876727 2.741331 -3.820416 -0.0872 -0.0114 0.1831 -0.16
N 3.947367 3.508904 3.057373 0.1094 -0.0745 -0.1793 0.14
N 1.108778 3.918593 1.466092 0.3362 -1.1511 -0.9694 0.01
C -4.275313 -6.886321 1.109686 -0.1793 -0.1194 0.2030 -0.15
C 6.170202 2.511731 2.751988 -0.9415 -0.3823 -0.0983 -0.01
C 1.706395 2.580530 1.415841 0.7199 -1.0902 2.2428 -0.23
C 5.147339 -0.126190 -4.819753 -0.3146 0.1183 0.1307 -0.15
C 4.703358 2.740030 2.384188 0.8773 -0.1221 0.4408 -0.41
C 4.190989 1.950111 1.197201 -0.0068 0.5439 -0.0726 -0.13
C 4.158391 3.331766 -3.235393 0.3080 0.2313 0.0910 -0.15
C -2.017100 1.470099 -2.568808 0.1627 0.1571 0.0250 -0.13
C 2.977083 2.569126 0.524241 -1.5688 0.4116 -0.0309 -0.41
C -3.481346 -1.176926 2.394720 0.4214 0.1726 0.1204 -0.13
C 0.726582 1.393399 1.365132 0.1002 -0.2244 0.2899 -0.07
C -5.119460 -4.552446 4.451622 0.1591 0.2774 -0.1105 -0.13
C -3.811779 4.238503 1.285279 0.2554 0.0459 0.1200 -0.15
C 0.573468 0.863443 2.794255 -0.0942 -0.1431 -0.3290 -0.76
C 7.451406 -3.767431 -4.345747 0.0999 0.2055 -0.1059 -0.14
C -6.230374 -9.321843 -0.820912 -0.2089 0.1859 -0.0054 -0.16
C 0.421793 3.468197 -4.966287 0.0218 -0.1810 -0.0047 -0.13
C -7.235009 -1.638137 0.609161 0.1058 -0.1289 0.2460 -0.16
C 1.755143 4.912295 0.935260 0.2542 -0.6120 -0.5055 -0.50
C 0.176938 -1.697000 -0.657812 -0.0466 -0.1456 -0.0222 -0.12
B 1.656918 6.781279 2.243780 -0.5791 1.0245 1.5890 -0.69
H 1.500187 5.648387 3.783919 -0.2524 -0.0837 0.5908 0.12
H -0.369519 -0.913649 -1.178189 0.0909 -0.0870 0.1098 0.05
H 1.107178 0.559168 0.768879 -0.0589 0.3227 -0.3196 0.07
H 7.646618 -4.256516 -5.302566 0.0041 -0.0873 0.0499 0.08
H -4.777633 3.750622 1.380197 0.0089 -0.0287 0.0445 0.08
H 5.820214 3.374815 -2.218999 0.1061 -0.0680 -0.0140 0.08
H 4.985247 1.880036 0.452513 -0.0308 -0.0675 -0.0366 0.12
H 0.811880 1.806164 -4.033204 0.0412 -0.0454 -0.0797 0.07
H -2.965535 0.945679 -2.495923 0.0490 -0.0812 0.1094 0.09
H -8.256922 -1.655076 0.995830 -0.0279 0.0879 -0.0729 0.08
H 3.450922 0.561126 -4.162336 -0.0362 -0.0393 0.0712 0.06
H -5.162525 -7.895162 2.516939 -0.0578 -0.0344 0.0463 0.07
H 4.635347 3.115636 -4.189061 -0.1257 -0.0194 -0.0611 0.08
H -3.816054 -7.757116 0.633777 0.0310 0.0759 -0.1048 0.07
H 1.886670 -1.829948 0.272220 0.0670 -0.0384 0.0437 0.07
H -6.789330 -0.657723 0.805660 -0.0832 0.0546 -0.0653 0.07
H -0.287107 1.652738 1.052123 0.0507 0.0257 -0.2800 0.13
H -3.355682 3.938219 0.336665 -0.0907 0.0281 -0.0494 0.07
H -5.957448 -5.119238 4.848901 -0.0445 0.0625 0.0017 0.08
H -4.427845 -1.706402 2.373236 0.0145 -0.0399 -0.1093 0.05
H -6.754343 -9.962168 -1.534322 0.0580 -0.0903 0.0399 0.08
H 0.493835 4.528296 -4.738998 0.0196 -0.0126 0.0634 0.08
H -4.241228 -4.725829 5.077943 -0.0199 -0.1084 -0.0137 0.08
H -3.021125 -1.237458 1.404518 -0.1608 0.0370 -0.0803 0.08
H 6.577977 3.360982 3.293085 0.0525 0.0758 -0.0860 0.08
H -0.617989 3.221257 -5.191265 -0.0016 0.0717 -0.0467 0.08
H -7.487533 -7.844674 -0.929758 -0.0564 0.0837 -0.0308 0.08
H 6.182121 1.650337 3.426169 0.2027 -0.0373 -0.0582 0.10
H -0.425303 -2.056205 0.180674 -0.0300 -0.0299 -0.0366 0.08
H 5.710413 0.099183 -3.910692 0.0687 -0.0799 -0.0333 0.08
H 7.749333 -1.958332 -4.992531 0.0240 0.0506 -0.0398 0.08
H -4.720535 -2.681094 4.118112 0.2418 0.0283 0.2039 0.02
H 2.905775 8.082068 1.516781 0.1662 0.1984 -0.0163 0.13
H 3.964025 0.925811 1.506849 -0.0551 -0.0289 0.0092 0.15
H -7.261421 -1.804769 -0.464992 0.0218 -0.0372 -0.0049 0.08
H -5.189946 -6.622006 0.580764 0.0772 0.0102 -0.1395 0.06
H 8.349652 -3.809490 -3.725209 -0.0146 -0.0992 0.0059 0.08
H -5.159063 -9.448134 -0.954960 0.0101 0.0463 -0.0168 0.07
H 2.134015 2.496184 2.423578 -0.1246 0.2535 -0.1343 0.12
H 3.215587 2.798655 -3.180778 -0.0041 0.0005 0.0293 0.05
H -3.658634 -0.130018 2.658113 -0.0872 0.0000 -0.1031 0.09
H -3.960058 5.320936 1.294300 -0.0702 -0.0112 -0.0786 0.08
H -1.809304 -1.323717 3.373306 0.1309 -0.0303 0.1680 0.01
H -2.154011 4.258436 2.305995 -0.0954 0.1220 0.0871 0.03
H 6.761662 2.265894 1.873077 0.1381 0.0925 0.0682 0.08
H -6.498578 -9.618471 0.197361 0.0462 -0.1012 -0.0214 0.08
H -3.580477 -6.050282 1.065928 0.0160 -0.0073 0.0886 0.08
H -2.198692 2.544730 -2.497564 -0.0696 -0.0132 -0.1361 0.08
H 6.646561 -4.292832 -3.838534 -0.0352 0.0431 -0.0001 0.08
H 2.715891 2.039956 -0.392338 0.4068 0.2651 -0.2611 0.12
H 1.045811 3.244819 -5.833241 -0.0320 0.0577 -0.0277 0.09
H -4.914627 -4.887394 3.435752 0.0008 -0.1432 0.0454 0.06
H 0.368501 -2.519896 -1.348446 -0.0316 -0.0333 0.0269 0.09
H -1.553552 1.238690 -3.530078 -0.1439 0.0427 -0.0718 0.07
H 5.777545 0.059172 -5.685739 -0.0421 0.0172 -0.0307 0.08
H 4.502194 3.905829 3.812299 -0.1526 0.2113 0.1503 0.08
H 4.851465 -1.172857 -4.814498 0.1086 -0.0438 -0.0085 0.07
H 3.965358 4.405366 -3.149245 -0.0805 -0.0230 -0.0444 0.08
H -6.445188 -2.526941 2.146587 -0.0565 -0.2557 0.1046 0.05
H -0.343488 1.519860 -1.593015 0.0683 0.0618 -0.1031 0.06

No. 2
21
Properties=species:S:1:pos:R:3:forces:R:3:lowdin_charge:R:1 method="wB97M-V/def2-TZVPD" mol_weight_g_mol=119.168 homo_lumo_gap_ev=9.77 homo_energy_ev=-9.10 e_above_lowest_kcal_mol=38.2 lumo_ev=0.66
O -0.293028 1.561786 3.245572 0.3786 0.9146 -2.2791 -0.02
N -1.334930 -1.816840 -0.949161 1.1279 -0.0840 -0.0711 -0.14
N 0.069254 -1.771408 -3.041777 -0.3623 0.2433 0.9932 0.00
N 1.083375 1.826460 1.416509 0.3226 0.2979 -0.4670 -0.04
C -2.120845 -0.581305 -0.737746 -0.4165 -2.1897 1.4134 -0.12
C 0.008265 -1.656665 -1.569877 -0.5372 0.5355 -0.4894 -0.33
C -0.114382 1.920418 2.067905 0.0475 -1.0933 1.5813 -0.37
C 2.362782 1.523096 2.104469 -1.1358 -0.5438 0.7425 -0.07
H -1.739141 -0.014614 0.131143 -0.3315 0.0392 -0.3165 0.06
H -2.055783 -0.007246 -1.618687 -0.2335 0.8387 -1.0185 0.05
H 3.188239 1.922060 1.554830 0.3561 0.1444 -0.6107 0.06
H 2.527394 0.425829 2.288461 -0.3404 1.0530 -0.2329 0.10
H -3.176310 -0.961431 -0.551549 1.1364 1.0496 -0.2067 0.10
H -0.947267 2.286626 1.416229 0.4799 -0.1126 0.3529 0.13
H 0.462575 -0.688794 -1.328100 -0.0710 0.1182 0.0757 0.10
H 2.347912 2.053267 3.064666 -0.0147 -0.3642 -0.0834 0.08
H -1.154936 -2.261152 -0.050232 -0.3700 0.0727 -0.2112 0.09
H 1.126389 2.158145 0.443533 -0.1005 -0.3087 0.9711 0.13
H -0.505566 -2.557589 -3.309601 -0.0458 -0.2724 -0.0943 0.06
H -0.401813 -0.961321 -3.418594 -0.0150 0.1570 -0.2785 0.05
H 0.667818 -2.399324 -1.157991 0.1252 -0.4955 0.2291 0.10

No. 3
10
Properties=species:S:1:pos:R:3:forces:R:3:lowdin_charge:R:1 method="wB97M-V/def2-TZVPD" mol_weight_g_mol=105.137 homo_lumo_gap_ev=8.30 homo_energy_ev=-8.41 e_above_lowest_kcal_mol=48.6 lumo_ev=-0.11
S 2.734388 -0.483502 -0.009632 -0.4657 1.0950 -0.6304 0.57
F -2.448662 0.220173 0.000297 -2.4143 2.6893 0.2067 0.03
N 0.302260 0.563703 -0.123099 0.5373 9.4966 -0.0041 -0.11
C -0.352346 -0.512588 -0.202361 -2.1511 -10.3972 1.8472 -0.22
C 1.617758 0.748331 -0.111328 2.8614 1.0053 3.1270 -0.70
C -1.654768 -0.806313 0.015957 3.0420 1.6710 -1.1675 -0.14
H 1.885324 1.866590 0.357548 -0.5436 -2.7958 -1.9613 0.13
H -2.237159 -1.663591 0.049597 0.0247 -2.0492 0.1084 0.09
H 0.322766 -1.474895 0.012376 -1.3041 2.1389 -1.0760 0.13
H -0.169563 1.542089 0.010644 0.4134 -2.8538 -0.4499 0.21